The following is a DFT calculation (the ωB97M-V functional and the def2-TZVPD basis) of a molecular structure, C34H53BrN2P2Sn.

Structure (XYZ):
```
93
Properties=species:S:1:pos:R:3:forces:R:3:mulliken_charge:R:1
N -0.066047 -5.872341 2.565054 -2.487 0.524 -3.430 0.08
C -1.313184 -5.396418 2.684921 -0.273 -0.234 1.938 -0.58
C -2.216516 -5.379391 1.619913 1.110 0.073 -0.662 -0.29
C -1.726670 -5.704051 0.331518 0.978 -0.760 0.822 0.86
C -0.472109 -6.352641 0.247852 0.157 0.807 1.046 -0.30
C 0.330505 -6.388865 1.396288 1.421 -1.037 0.401 -0.62
C -2.336179 -5.184887 -0.853865 -1.666 -0.213 -0.138 -0.53
Sn -0.056900 0.094533 -1.180177 0.430 2.451 1.786 1.15
P 1.109281 3.551775 -0.437961 0.396 0.014 0.304 0.25
C -1.577268 -4.913673 -1.959543 0.154 -0.012 -1.028 -0.40
C -1.772930 -3.724756 -2.710218 -0.279 -0.776 0.158 0.49
C -0.608851 -3.237616 -3.361127 0.948 1.316 0.072 -0.80
C -0.310229 -1.876677 -3.185439 -0.329 -2.577 -0.961 -0.55
C -1.213998 -1.186596 -2.394724 1.624 1.481 0.037 0.06
C -2.534490 -1.489425 -2.158122 -1.356 -2.485 -0.415 -0.08
C -2.850323 -2.842633 -2.372731 -0.547 1.978 0.577 -1.18
Br -0.447774 2.100939 -2.847557 0.067 -1.748 0.081 -0.42
H -3.403404 -4.892579 -0.823206 0.820 0.113 0.188 0.45
H -0.654400 -5.474658 -2.145405 -0.255 0.434 0.108 0.37
H -3.220916 -4.996404 1.748988 0.141 0.158 0.235 0.50
H -0.051527 -6.717906 -0.691489 -0.064 -0.014 0.515 0.57
H -1.623377 -4.998430 3.659322 0.158 -0.333 -0.227 0.47
H 1.338827 -6.820979 1.338397 -0.397 -0.006 0.163 0.50
H 0.129192 -3.946484 -3.735195 -0.140 0.146 -0.001 0.58
H -3.852891 -3.220189 -2.121754 0.587 0.087 -0.139 0.69
H 0.660937 -1.446783 -3.456181 -0.441 -0.315 -0.156 0.70
H -3.234892 -0.780597 -1.706499 0.218 -0.389 -0.285 0.70
P 2.545807 -1.017425 -0.196323 0.911 0.340 -0.119 0.77
C -0.521743 4.393866 -0.732278 -0.530 -0.311 -0.438 0.30
C -0.719149 5.434547 -1.843657 -0.480 0.421 0.000 -1.72
H -0.837004 4.830781 0.230875 0.333 -0.174 -0.184 0.66
H -1.213633 3.559154 -0.951286 0.157 0.486 0.325 -0.35
H -1.801228 5.628823 -1.938881 0.370 0.007 0.050 0.42
H -0.245685 6.404128 -1.609851 -0.046 -0.551 -0.198 0.36
H -0.390501 5.087016 -2.831266 -0.105 0.095 0.346 0.36
C 2.424868 3.651852 -1.767790 -0.453 -0.753 -0.039 -0.16
C 2.473796 4.912408 -2.597549 0.155 0.632 -0.615 -1.29
H 2.299992 2.779918 -2.443485 0.039 0.362 0.476 0.11
H 3.376249 3.511740 -1.221461 -0.381 -0.029 -0.100 0.37
H 3.070381 4.737409 -3.506431 -0.168 0.085 0.291 0.41
H 1.468649 5.231286 -2.918157 0.769 -0.042 0.134 0.16
H 2.971068 5.719390 -2.047357 -0.286 -0.071 -0.212 0.31
C 1.777924 4.679187 0.863196 -0.085 -0.905 0.182 -0.59
C 1.595698 6.172877 0.634713 0.225 0.439 -0.038 -1.11
H 2.836151 4.407539 1.023123 -0.384 0.157 0.042 0.49
H 1.206768 4.347865 1.748655 0.398 0.322 0.042 0.42
H 2.108246 6.705650 1.442040 -0.084 0.013 -0.149 0.42
H 2.030625 6.520064 -0.317942 -0.251 -0.171 0.457 0.16
H 0.541342 6.471966 0.679842 0.277 -0.068 -0.094 0.28
C 3.161627 -0.289208 1.399991 -0.718 -0.014 -0.028 -0.69
C 2.755520 1.170388 1.607180 0.031 0.300 0.168 -0.86
H 4.253774 -0.406448 1.400027 -0.177 -0.103 -0.178 0.56
H 2.763549 -0.917232 2.209463 0.124 0.215 -0.151 0.46
H 3.210263 1.557505 2.530246 -0.087 -0.178 -0.253 0.47
H 3.082503 1.827612 0.785751 -0.100 -0.331 0.259 0.05
H 1.664581 1.270980 1.707578 0.324 -0.025 -0.090 0.10
C 3.886282 -0.584616 -1.390129 -0.514 0.272 -0.183 -0.65
C 3.582790 -1.014317 -2.826285 0.093 -0.006 -0.101 -0.93
H 4.823803 -1.030434 -1.023704 -0.314 0.044 0.068 0.54
H 3.998566 0.510520 -1.339062 -0.005 -0.275 0.029 0.35
H 4.384478 -0.671883 -3.491754 -0.239 -0.061 0.117 0.46
H 3.521649 -2.104721 -2.937035 -0.037 0.207 0.062 0.30
H 2.641970 -0.559116 -3.175174 0.259 -0.060 -0.007 0.11
C 2.675078 -2.868635 0.009371 -0.556 -0.089 -0.649 -0.33
C 2.584745 -3.441486 1.424628 -0.020 0.092 0.140 -1.14
H 3.614027 -3.184472 -0.479828 -0.312 0.283 0.152 0.60
H 1.847839 -3.266946 -0.608522 0.376 -0.066 0.153 0.06
H 2.665393 -4.532829 1.383462 0.116 0.185 -0.083 0.36
H 3.391365 -3.083706 2.075522 -0.225 -0.102 -0.161 0.35
H 1.618140 -3.213758 1.888402 0.197 0.015 0.050 0.19
C -2.313071 2.276272 2.368208 0.421 0.439 0.323 -0.88
N -3.574883 1.960571 1.643658 -0.149 -0.899 -0.183 0.00
C -4.371262 3.176859 1.318068 -0.211 0.308 -0.220 -0.76
C -3.261684 1.020981 0.449149 -0.542 0.463 0.309 -1.02
C -2.492452 -0.133481 1.039908 -0.197 -0.604 0.327 0.04
C -3.071544 -0.827662 2.131759 -0.034 0.406 -0.224 -0.75
C -2.272224 -1.476396 3.069991 -0.132 -0.151 0.140 -0.91
C -0.913110 -1.630889 2.825097 0.337 0.093 -0.643 -0.81
C -0.417626 -1.230169 1.567498 -0.108 -0.098 0.521 1.42
C -1.168276 -0.420399 0.712623 0.724 0.168 -0.415 0.11
H -1.554924 2.602462 1.642369 -0.254 -0.026 0.196 0.40
H -1.971415 1.385694 2.896554 0.029 0.208 -0.112 0.18
H -2.506891 3.066150 3.099787 0.001 -0.112 -0.214 0.49
H -4.151068 1.391143 2.287779 0.260 0.364 -0.303 0.45
H -3.796032 3.830463 0.652840 -0.111 -0.222 0.126 0.32
H -5.313847 2.873418 0.852658 0.223 0.090 0.017 0.36
H -4.582143 3.700616 2.256353 0.045 -0.105 -0.235 0.40
H -4.220270 0.741040 -0.019943 0.240 0.153 0.341 0.54
H -2.691376 1.626009 -0.271558 -0.036 -0.207 0.227 0.10
H -4.154698 -0.776793 2.300654 0.364 0.129 0.041 0.67
H -2.695498 -1.836433 4.014078 0.028 0.125 -0.434 0.56
H -0.245180 -2.033013 3.594567 -0.262 -0.044 -0.389 0.58
H 0.589041 -1.525951 1.267987 -0.209 0.249 0.343 -1.29
```
Forces are in eV/Å.

Properties
- Charge: +4
- Total energy: -133503.9859 eV
- Largest force on an atom: 4.269 eV Å⁻¹